# 1
51
Properties=species:S:1:pos:R:3:mulliken_charge:R:1 method="wB97M-V/def2-TZVPD" orbital_gap_ev=5.89 total_charge=-2 energy_ha=-5041.6815 multiplicity=1 e_lumo_ev=4.2
F 3.939 0.561 3.684 -0.233
C 2.892 -0.279 3.680 0.571
F 3.072 -1.209 2.711 -0.158
F 2.826 -0.910 4.879 -0.232
S 1.292 0.651 3.347 0.859
C 0.160 -0.647 3.257 -0.585
C -1.213 -0.463 3.479 1.166
C -2.101 -1.589 3.496 -0.834
C -3.468 -1.441 3.636 -0.574
C -4.024 -0.156 3.768 0.497
C -5.440 0.012 3.865 0.118
N -6.602 0.143 3.917 -0.650
C -3.180 0.968 3.799 -0.824
C -1.808 0.825 3.675 -0.610
O 1.087 1.474 4.522 -0.658
O 1.507 1.279 2.058 -0.612
H 0.580 -1.622 3.022 0.363
H -1.646 -2.572 3.389 0.317
H -4.126 -2.314 3.646 0.376
H -3.606 1.969 3.928 0.351
H -1.177 1.711 3.731 0.290
O 1.711 -6.035 -3.855 -0.399
C 1.550 -4.893 -3.832 0.219
Co 1.256 -3.126 -3.934 0.106
C -0.125 -3.341 -5.043 0.133
O -0.996 -3.550 -5.769 -0.412
C 0.435 -2.791 -2.394 0.201
O -0.139 -2.667 -1.396 -0.376
C 2.749 -2.226 -4.425 0.141
C 1.644 -1.413 -4.349 -0.072
C 1.079 -0.200 -4.563 -1.043
C 0.455 0.541 -3.486 0.602
C -0.642 1.425 -3.694 -0.518
C -1.161 2.166 -2.641 -0.360
C -0.584 2.091 -1.363 -0.497
C 0.485 1.220 -1.139 -0.616
C 0.958 0.415 -2.170 -0.182
Co 3.863 -2.592 -2.800 0.253
C 4.532 -4.211 -2.913 0.089
O 4.967 -5.283 -3.007 -0.402
C 3.433 -2.324 -1.115 0.203
O 3.140 -2.134 -0.009 -0.411
C 5.171 -1.513 -3.155 0.088
O 5.953 -0.723 -3.487 -0.417
H 3.369 -2.379 -5.315 0.596
H 1.027 0.197 -5.587 0.278
H -1.082 1.475 -4.692 0.337
H -2.040 2.796 -2.786 0.328
H -0.980 2.676 -0.531 0.397
H 0.935 1.135 -0.151 0.642
H 1.764 -0.305 -1.990 0.154

---

# 2
139
Properties=species:S:1:pos:R:3:mulliken_charge:R:1 method="wB97M-V/def2-TZVPD" orbital_gap_ev=4.15 total_charge=-2 energy_ha=-10011.8603 multiplicity=1 e_lumo_ev=3.0
Cs 0.231 0.308 -0.262 0.552
C 0.790 5.744 0.012 -0.844
N 1.689 5.209 -0.990 0.927
C 2.572 6.151 -1.634 -1.145
P 1.653 3.614 -1.436 -0.854
O 0.585 2.891 -0.747 -0.257
O 3.141 3.049 -1.103 0.656
P 3.434 2.275 0.301 -1.307
O 2.688 1.041 0.528 0.235
N 5.064 2.029 0.159 0.563
C 5.574 0.691 0.429 -0.788
C 5.931 2.833 -0.671 -0.916
N 3.021 3.409 1.429 1.478
C 3.805 4.618 1.549 -1.085
C 2.311 3.009 2.644 -0.986
N 1.639 3.442 -3.072 1.082
C 0.339 3.647 -3.708 -1.288
C 2.774 3.640 -3.945 -0.942
H 1.357 6.261 0.794 0.301
H 0.232 4.929 0.465 -0.121
H 0.086 6.457 -0.432 0.355
H 3.104 6.749 -0.885 0.378
H 2.030 6.840 -2.294 0.276
H 3.323 5.632 -2.231 0.285
H 4.860 0.140 1.035 -0.036
H 6.524 0.762 0.964 0.357
H 5.724 0.135 -0.504 0.298
H 5.496 3.813 -0.856 0.166
H 6.106 2.355 -1.645 0.267
H 6.898 2.975 -0.177 0.345
H 4.107 4.977 0.562 0.183
H 4.706 4.479 2.162 0.214
H 3.201 5.400 2.015 0.349
H 1.723 2.114 2.465 -0.047
H 1.629 3.812 2.932 0.402
H 2.997 2.811 3.474 0.296
H -0.455 3.330 -3.033 0.134
H 0.266 3.007 -4.588 0.424
H 0.197 4.693 -4.010 0.240
H 3.699 3.395 -3.425 0.065
H 2.833 4.669 -4.331 0.238
H 2.683 2.968 -4.802 0.317
Br 4.060 0.184 -3.184 -0.120
C 2.364 0.022 -4.167 0.052
C 2.553 0.160 -5.614 -0.717
C 1.501 -0.095 -6.397 -1.321
C 0.181 -0.418 -5.808 -0.373
C 0.094 -0.383 -4.269 1.827
N 1.347 -0.256 -3.509 0.170
C -0.965 0.625 -3.721 -1.453
O -1.708 1.182 -4.548 -0.885
O -0.946 0.694 -2.483 0.614
H 3.540 0.422 -5.966 0.555
H 1.604 -0.049 -7.478 0.392
H -0.593 0.249 -6.200 0.640
C -2.499 -4.271 2.298 -0.666
C -3.236 -4.943 1.330 -0.914
C -3.321 -4.376 0.066 -0.421
C -2.678 -3.163 -0.206 -0.784
C -1.950 -2.408 0.747 1.857
C -1.890 -3.056 1.996 -0.534
C -2.758 -2.704 -1.618 -0.131
C -3.991 -2.639 -2.289 -0.523
C -4.017 -2.435 -3.651 -1.497
C -2.819 -2.245 -4.339 1.747
C -2.751 -2.197 -5.795 -0.825
C -1.608 -2.122 -6.477 -1.339
C -0.298 -1.906 -5.805 0.149
C -0.350 -1.874 -4.242 0.829
C -1.651 -2.201 -3.573 -0.805
N -1.618 -2.448 -2.265 0.311
H -2.398 -4.688 3.297 0.366
H -3.718 -5.890 1.552 0.331
H -3.865 -4.892 -0.723 0.330
H -1.341 -2.582 2.812 -0.037
H -4.898 -2.777 -1.717 0.605
H -4.959 -2.434 -4.192 0.367
H -3.692 -2.295 -6.329 0.361
H -1.627 -2.162 -7.562 0.332
H 0.477 -2.580 -6.184 0.515
H 0.427 -2.484 -3.786 -0.227
Cl 5.633 -0.877 6.158 -0.317
C 4.061 -0.294 5.648 0.454
C 3.353 -0.979 4.667 -0.852
C 2.119 -0.514 4.271 0.649
Cl 1.283 -1.331 2.986 0.146
C 1.470 0.653 4.823 -0.744
O 0.344 1.072 4.466 -0.336
C 2.296 1.293 5.806 0.415
Cl 1.672 2.766 6.520 -0.278
C 3.538 0.853 6.217 -0.810
H 3.756 -1.870 4.204 0.420
H 4.085 1.402 6.970 0.395
C -2.584 5.160 2.812 -0.690
C -2.698 4.331 3.917 -0.648
C -2.600 2.952 3.775 0.060
C -2.370 2.385 2.528 0.340
C -2.222 3.226 1.426 0.018
C -2.348 4.601 1.562 -0.656
As -2.160 0.447 2.202 0.158
C -3.824 0.206 1.252 0.264
C -4.034 0.382 -0.106 -0.662
C -5.286 0.097 -0.636 -0.652
C -6.299 -0.386 0.183 -1.005
C -6.080 -0.590 1.537 -0.536
C -4.836 -0.291 2.086 0.279
C -4.436 -0.490 3.491 0.538
C -5.240 -0.986 4.513 -0.422
C -4.710 -1.146 5.786 -0.860
C -3.386 -0.821 6.052 -0.547
C -2.567 -0.329 5.042 -0.334
C -3.103 -0.160 3.774 -0.423
H -2.675 6.234 2.923 0.338
H -2.866 4.754 4.901 0.384
H -2.688 2.316 4.647 0.280
H -2.015 2.820 0.440 0.221
H -2.262 5.233 0.685 0.445
H -3.232 0.704 -0.764 0.445
H -5.454 0.223 -1.699 0.496
H -7.267 -0.625 -0.245 0.337
H -6.872 -0.993 2.157 0.348
H -6.271 -1.257 4.317 0.357
H -5.337 -1.537 6.580 0.338
H -2.986 -0.960 7.050 0.439
H -1.527 -0.060 5.210 0.463
C 5.042 -3.711 -2.986 -1.526
C 4.023 -3.333 -1.952 1.210
C 4.394 -2.959 -0.665 -0.545
C 3.415 -2.553 0.230 -0.464
N 2.125 -2.497 -0.071 0.047
C 1.759 -2.882 -1.290 -0.468
C 2.668 -3.301 -2.254 -0.604
H 6.032 -3.830 -2.544 0.374
H 5.106 -2.934 -3.752 0.238
H 4.779 -4.645 -3.487 0.368
H 5.436 -2.967 -0.363 0.360
H 3.674 -2.240 1.238 0.192
H 0.698 -2.814 -1.519 0.605
H 2.312 -3.579 -3.240 0.410

---

# 3
30
Properties=species:S:1:pos:R:3:mulliken_charge:R:1 method="wB97M-V/def2-TZVPD" orbital_gap_ev="3.40 / 3.38" total_charge=-3 energy_ha=-1721.4202 multiplicity=2 e_lumo_ev="6.3 / 6.3"
Li -0.278 -0.162 -2.900 0.801
Li 0.008 -0.048 0.029 1.006
P 2.172 -0.444 -1.932 1.012
O 3.520 -0.229 -2.759 -0.735
O 1.454 -1.343 -3.021 -0.597
O 1.136 0.623 -1.514 -0.861
O 2.484 -1.442 -0.810 -0.762
P -1.674 -1.648 -1.030 0.451
O -1.478 -0.159 -1.439 -0.796
O -1.594 -2.560 -2.269 -0.878
O -2.983 -1.857 -0.271 -0.927
O -0.444 -1.839 -0.142 -0.742
O -0.871 -2.132 2.519 -0.725
H -0.608 -1.959 1.615 0.432
H -1.798 -2.362 2.459 0.311
O 2.641 -1.259 1.736 -0.734
H 2.413 -0.330 1.766 0.274
H 2.444 -1.526 0.838 0.528
O 2.201 2.301 0.491 -0.625
H 1.628 1.706 0.007 0.258
H 2.360 3.026 -0.113 0.241
O -1.763 2.355 -1.595 -0.618
H -1.550 1.441 -1.783 0.521
H -2.645 2.474 -1.949 0.236
C -1.424 1.416 1.894 -0.703
O -0.049 0.882 1.847 -0.406
H -1.440 2.221 1.159 0.215
H -2.178 0.681 1.613 0.287
H -1.784 1.738 2.871 0.359
H 0.100 0.434 2.683 0.177

---

# 4
23
Properties=species:S:1:pos:R:3:mulliken_charge:R:1 method="wB97M-V/def2-TZVPD" smiles="C[C@H]1C[C@H]1C1(C(N)=O)CC1" orbital_gap_ev=10.29 energy_ha=-442.5769 multiplicity=1 e_lumo_ev=0.9
C -1.873 0.080 1.236 -1.348
C -1.848 0.246 -0.263 0.154
C -1.146 1.422 -0.876 -0.881
C -0.587 0.036 -1.074 -0.392
C 0.716 -0.407 -0.442 1.326
C 1.701 0.696 -0.160 -0.415
N 1.749 1.243 1.065 -0.334
O 2.358 1.269 -1.041 -0.675
C 0.724 -1.643 0.425 -0.715
C 1.336 -1.690 -0.943 -0.798
H -0.931 0.413 1.693 0.209
H -2.684 0.679 1.674 0.406
H -2.036 -0.969 1.525 0.304
H -2.765 -0.074 -0.765 0.410
H -1.588 1.923 -1.737 0.298
H -0.616 2.088 -0.191 0.268
H -0.751 -0.381 -2.071 0.513
H 1.607 0.664 1.882 0.254
H 2.251 2.179 0.957 0.283
H 1.396 -1.691 1.283 0.304
H -0.238 -2.131 0.576 0.278
H 0.803 -2.216 -1.737 0.273
H 2.423 -1.735 -1.016 0.278

---

# 5
9
Properties=species:S:1:pos:R:3:mulliken_charge:R:1 method="wB97M-V/def2-TZVPD" smiles="C=C[S@H](=O)=S" orbital_gap_ev=9.16 energy_ha=-950.0929 multiplicity=1 e_lumo_ev=-0.1
C -0.311 0.588 -0.267 -0.480
C 0.420 0.145 0.763 -0.045
S 1.264 -1.438 0.529 0.431
O 1.136 -2.238 1.687 -0.565
S 3.082 -1.242 -0.049 -0.286
H -0.843 1.558 -0.153 0.236
H -0.434 -0.020 -1.233 0.190
H 0.666 0.764 1.652 0.325
H 0.553 -2.453 -0.241 0.194

---

# 6
8
Properties=species:S:1:pos:R:3:mulliken_charge:R:1 method="wB97M-V/def2-TZVPD" smiles="O=C1SC=NC1=S" orbital_gap_ev=7.54 energy_ha=-1041.2579 multiplicity=1 e_lumo_ev=-2.0
O -1.698 0.113 -1.646 -0.438
C -0.919 0.140 -0.741 0.574
S -1.061 1.162 0.738 -0.118
C 0.466 0.477 1.271 0.103
N 1.101 -0.383 0.547 -0.427
C 0.391 -0.656 -0.650 0.137
S 0.868 -1.671 -1.784 -0.186
H 0.852 0.818 2.265 0.354

---

# 7
20
Properties=species:S:1:pos:R:3:mulliken_charge:R:1 method="wB97M-V/def2-TZVPD" smiles="CN(C)CCNC=O" orbital_gap_ev=9.68 energy_ha=-382.4195 multiplicity=1 e_lumo_ev=0.9
C -1.558 1.169 -0.092 -1.093
N -1.085 -0.243 -0.475 -0.024
C -2.156 -1.227 -0.675 -1.088
C -0.098 -0.743 0.497 -0.942
C 1.333 -0.570 -0.027 -0.477
N 1.754 0.780 -0.149 -0.060
C 2.952 1.190 0.370 0.107
O 3.184 2.370 0.534 -0.573
H -0.786 1.474 0.594 0.438
H -2.567 1.119 0.314 0.376
H -1.490 1.660 -1.069 0.295
H -2.943 -0.738 -1.243 0.375
H -2.569 -1.554 0.291 0.371
H -1.733 -2.119 -1.134 0.316
H -0.215 -1.758 0.885 0.506
H -0.151 -0.189 1.476 0.363
H 1.916 -1.168 0.696 0.371
H 1.532 -1.231 -0.927 0.211
H 1.060 1.425 -0.482 0.206
H 3.620 0.353 0.616 0.321